Record 1
A 4-piece molecular cluster, C8H24O8 overall, computed with the ωB97M-V functional and the def2-TZVPD basis.

Structure (XYZ):
```
40
Properties=species:S:1:pos:R:3:nbo_charge:R:1
O 0.692 2.412 2.266 -0.78
C 0.673 3.828 1.932 -0.06
C -0.164 3.881 0.687 -0.13
O -0.205 5.166 0.226 -0.71
H 0.152 1.884 1.542 0.50
H 0.098 4.582 2.591 0.14
H 1.737 4.162 2.018 0.20
H -1.101 3.748 0.462 0.20
H 0.356 3.340 -0.027 0.17
H -0.787 5.679 0.674 0.46
O -0.345 -2.092 2.406 -0.76
C 0.815 -1.697 3.237 -0.08
C 1.952 -2.259 2.499 -0.10
O 3.094 -2.037 3.254 -0.71
H -1.073 -2.229 2.976 0.48
H 0.912 -0.523 3.297 0.19
H 0.442 -2.012 4.263 0.20
H 2.058 -1.941 1.473 0.18
H 1.655 -3.309 2.311 0.16
H 3.870 -2.127 2.766 0.48
O 1.950 0.691 0.108 -0.71
C 1.160 0.003 -0.620 -0.05
C -0.350 0.404 -0.380 -0.13
O -0.553 0.375 1.011 -0.77
H 1.598 0.665 1.003 0.48
H 1.463 0.170 -1.745 0.17
H 1.360 -1.100 -0.347 0.13
H -0.857 -0.382 -0.995 0.17
H -0.843 1.270 -0.877 0.20
H -0.554 -0.595 1.254 0.52
O -3.348 -1.232 -3.503 -0.71
C -2.172 -1.219 -4.163 -0.09
C -1.265 -2.218 -3.625 -0.11
O -1.741 -3.549 -3.617 -0.70
H -3.679 -2.160 -3.526 0.48
H -2.386 -1.391 -5.293 0.14
H -1.647 -0.247 -4.269 0.19
H -0.994 -2.112 -2.603 0.19
H -0.264 -2.120 -4.133 0.16
H -1.709 -3.711 -4.535 0.46
```

## Properties
Frontier orbital gap: 0.371 Eh
Total charge: 0
E_LUMO: 0.021 Eh
SMILES string: OCCO.OCCO.OCCO.OCCO
Energy above the lowest of the compared OMol25 structures with the same formula, charge and spin: 110.3 kcal per mole

=====

Record 2
A 8-piece molecular cluster, C8H25N7O15 overall, computed with the ωB97M-V functional and the def2-TZVPD basis.

Structure (XYZ):
```
55
Properties=species:S:1:pos:R:3:nbo_charge:R:1
C 26.750 -2.286 -18.521 -0.49
N 25.642 -1.596 -19.246 0.53
O 25.961 -0.825 -20.132 -0.37
O 24.494 -1.868 -18.877 -0.41
H 26.327 -2.783 -17.648 0.23
H 27.419 -1.495 -18.182 0.24
H 27.100 -2.964 -19.299 0.24
C 23.973 -5.825 -10.737 -0.48
N 23.883 -5.682 -12.244 0.52
O 24.245 -6.626 -13.020 -0.42
O 23.301 -4.702 -12.682 -0.34
H 23.471 -5.058 -10.146 0.24
H 25.039 -5.789 -10.512 0.24
H 23.515 -6.786 -10.504 0.24
C 25.517 -6.649 -19.962 -0.49
N 26.085 -5.879 -21.117 0.53
O 25.823 -4.697 -21.119 -0.37
O 26.809 -6.546 -21.878 -0.39
H 25.604 -5.934 -19.144 0.25
H 26.167 -7.523 -19.926 0.24
H 24.487 -6.822 -20.274 0.23
C 28.875 -0.079 -14.251 -0.50
N 28.559 -0.746 -15.536 0.52
O 27.888 -1.802 -15.497 -0.41
O 28.990 -0.322 -16.596 -0.35
H 28.719 1.000 -14.253 0.24
H 29.923 -0.242 -13.998 0.25
H 28.222 -0.398 -13.439 0.24
C 28.833 -5.047 -15.345 -0.50
N 30.259 -5.329 -15.089 0.52
O 31.108 -4.509 -15.295 -0.37
O 30.582 -6.478 -14.760 -0.40
H 28.668 -4.788 -16.391 0.25
H 28.441 -4.211 -14.765 0.24
H 28.288 -5.953 -15.080 0.24
C 23.344 -0.534 -15.250 -0.48
N 23.670 -1.244 -13.984 0.54
O 24.533 -2.120 -13.959 -0.41
O 23.070 -0.912 -13.027 -0.36
H 23.598 0.511 -15.070 0.24
H 22.284 -0.723 -15.421 0.24
H 23.986 -1.113 -15.914 0.24
C 22.226 -7.319 -15.283 -0.50
N 23.428 -8.180 -15.336 0.53
O 23.335 -9.327 -14.857 -0.37
O 24.506 -7.759 -15.746 -0.40
H 21.903 -7.106 -16.302 0.24
H 22.351 -6.358 -14.785 0.25
H 21.616 -7.854 -14.555 0.24
C 25.393 -4.401 -15.537 -0.25
O 25.822 -5.136 -16.628 -0.75
H 25.917 -3.453 -15.659 0.19
H 24.315 -4.236 -15.511 0.16
H 25.568 -5.009 -14.650 0.17
H 25.479 -6.017 -16.464 0.48
```

## Properties
Frontier orbital gap: 0.352 Eh
Total charge: 0
E_LUMO: -0.023 Eh
SMILES string: C[N+](=O)[O-].C[N+](=O)[O-].C[N+](=O)[O-].C[N+](=O)[O-].C[N+](=O)[O-].C[N+](=O)[O-].C[N+](=O)[O-].CO
Energy above the lowest of the compared OMol25 structures with the same formula, charge and spin: 0.0 kcal per mole

=====

Record 3
C8H25O5V as an isolated structure, computed with the ωB97M-V functional and the def2-TZVPD basis.

Structure (XYZ):
```
39
Properties=species:S:1:pos:R:3:nbo_charge:R:1
V 2.606 -1.062 -0.265 1.64
O 1.374 0.594 0.035 -1.23
H 0.840 0.915 0.788 0.48
C -0.038 5.385 -0.298 -0.63
C -0.036 3.833 -0.483 -0.06
O 1.264 3.326 -0.456 -0.76
H -0.943 5.897 -0.623 0.22
H 0.864 5.837 -0.710 0.22
H 0.174 5.557 0.758 0.20
H -0.428 3.652 -1.484 0.15
H -0.660 3.389 0.293 0.15
H 1.326 2.384 -0.282 0.49
C 1.433 -1.110 3.950 -0.65
C 1.160 -1.488 2.510 -0.09
O 2.296 -1.989 1.808 -0.79
H 0.466 -1.053 4.449 0.25
H 2.057 -0.222 4.043 0.23
H 1.810 -1.951 4.533 0.22
H 0.704 -0.621 2.031 0.20
H 0.364 -2.229 2.434 0.18
H 2.484 -2.817 2.255 0.52
C -2.667 0.274 -2.419 -0.62
C -1.243 0.395 -1.904 -0.07
O -1.256 0.235 -0.527 -0.75
H -3.301 1.102 -2.101 0.22
H -2.996 -0.748 -2.230 0.21
H -2.605 0.339 -3.505 0.21
H -0.783 1.345 -2.176 0.17
H -0.671 -0.393 -2.393 0.14
H -0.370 0.561 -0.351 0.48
C -1.006 -3.631 -1.289 -0.67
C 0.250 -3.359 -0.444 -0.07
O 0.571 -2.009 -0.874 -0.80
H -1.980 -3.282 -0.947 0.25
H -1.265 -4.683 -1.172 0.23
H -0.802 -3.588 -2.359 0.24
H 1.113 -3.973 -0.702 0.19
H -0.009 -3.385 0.614 0.18
H -0.098 -1.428 -0.505 0.53
```

## Properties
Frontier orbital gap (spin up / spin down): 0.248 / 0.248 Eh
Spin multiplicity: 4
Total charge: +1
E_LUMO (spin up / spin down): -0.189 / -0.189 Eh
Expectation value of S²: 3.7569
Energy above the lowest of the compared OMol25 structures with the same formula, charge and spin: 42.4 kcal per mole

=====

Record 4
C8H26B2F4N2O2Pt as an isolated structure, computed with the ωB97M-V functional and the def2-TZVPD basis.

Structure (XYZ):
```
45
Properties=species:S:1:pos:R:3:nbo_charge:R:1
Pt 18.864 7.397 -24.684 1.33
B 19.989 8.695 -23.020 -0.82
H 20.254 8.681 -21.974 0.04
H 18.914 8.781 -23.066 -0.02
H 20.337 9.568 -23.552 -0.02
H 20.351 7.823 -23.542 0.01
B 19.446 5.170 -23.307 1.31
F 18.234 5.839 -23.250 -0.55
F 20.343 5.436 -22.292 -0.54
F 19.242 3.833 -23.364 -0.55
F 20.161 5.581 -24.455 -0.57
C 15.916 6.573 -27.770 -0.64
C 16.705 7.239 -26.715 -0.07
C 15.842 7.709 -25.448 -0.07
O 16.810 8.035 -24.439 -0.57
C 16.217 8.286 -23.121 -0.30
N 17.753 6.268 -26.284 -0.82
H 15.588 5.553 -27.567 0.22
H 16.481 6.486 -28.698 0.22
H 15.008 7.097 -28.068 0.22
H 17.243 8.091 -27.131 0.20
H 15.167 6.884 -25.221 0.18
H 15.115 8.511 -25.575 0.20
H 15.159 8.145 -22.903 0.20
H 16.328 9.320 -22.793 0.20
H 16.849 7.875 -22.334 0.24
H 18.317 5.804 -26.982 0.39
H 17.126 5.553 -25.944 0.39
C 21.835 9.021 -27.654 -0.64
C 20.857 8.953 -26.518 -0.08
C 19.515 9.707 -26.922 -0.06
O 18.730 9.505 -25.746 -0.57
C 17.801 10.600 -25.543 -0.24
N 20.524 7.521 -26.205 -0.80
H 22.815 8.659 -27.346 0.22
H 22.023 10.010 -28.071 0.22
H 21.590 8.430 -28.537 0.20
H 21.286 9.566 -25.726 0.25
H 18.942 9.220 -27.711 0.16
H 19.731 10.753 -27.141 0.20
H 18.258 11.570 -25.738 0.19
H 17.425 10.605 -24.520 0.22
H 16.939 10.421 -26.185 0.16
H 20.131 7.075 -27.021 0.35
H 21.432 7.080 -26.224 0.39
```

## Properties
Frontier orbital gap (spin up / spin down): 0.260 / 0.288 Eh
Spin multiplicity: 3
Total charge: 0
E_LUMO (spin up / spin down): -0.009 / -0.009 Eh
Expectation value of S²: 2.0030

=====

Record 5
A 4-piece molecular cluster, C8H26N2O4 overall, computed with the ωB97M-V functional and the def2-TZVPD basis.

Structure (XYZ):
```
40
Properties=species:S:1:pos:R:3:nbo_charge:R:1
C -5.835 -22.568 -18.265 -0.26
O -4.934 -22.301 -19.309 -0.55
C -4.633 -23.446 -20.096 -0.07
C -4.131 -22.991 -21.456 -0.08
C -4.247 -24.088 -22.489 -0.61
N -2.748 -22.553 -21.343 -0.84
H -5.857 -21.670 -17.632 0.18
H -5.590 -23.406 -17.613 0.18
H -6.867 -22.570 -18.638 0.17
H -3.844 -24.014 -19.578 0.18
H -5.472 -24.143 -20.194 0.17
H -4.845 -22.238 -21.830 0.17
H -5.220 -24.589 -22.459 0.21
H -3.480 -24.858 -22.359 0.21
H -4.172 -23.697 -23.507 0.21
H -2.699 -21.879 -20.584 0.37
H -2.363 -22.132 -22.176 0.36
C -11.209 -23.451 -13.838 -0.26
O -12.559 -23.612 -14.196 -0.54
C -13.080 -22.449 -14.802 -0.07
C -13.778 -21.506 -13.838 -0.08
C -15.202 -21.940 -13.503 -0.62
N -13.862 -20.135 -14.350 -0.84
H -11.135 -22.770 -12.985 0.16
H -10.561 -23.136 -14.664 0.18
H -10.773 -24.412 -13.550 0.19
H -12.269 -21.880 -15.273 0.16
H -13.783 -22.736 -15.589 0.18
H -13.241 -21.475 -12.885 0.19
H -15.304 -22.737 -12.763 0.22
H -15.751 -22.333 -14.367 0.20
H -15.797 -21.114 -13.107 0.22
H -14.657 -20.065 -14.974 0.35
H -13.019 -19.816 -14.801 0.36
O -10.891 -19.293 -15.302 -0.94
H -10.005 -19.094 -15.631 0.48
H -11.483 -18.930 -15.976 0.48
O -9.709 -21.627 -17.042 -0.95
H -8.765 -21.445 -16.973 0.46
H -10.137 -20.963 -16.479 0.48
```

## Properties
Frontier orbital gap: 0.333 Eh
Total charge: 0
E_LUMO: 0.005 Eh
SMILES string: COC[C@H](C)N.COC[C@H](C)N.O.O
Energy above the lowest of the compared OMol25 structures with the same formula, charge and spin: 27.1 kcal per mole

=====

Molar mass for the records above, in order: 248.3, 459.3, 252.2, 475.0, 214.3 g/mol
DFT total energy for the records above, in order: -25058.723, -49823.107, -44617.538, -31260.272, -19886.362 eV
Largest force on an atom for the records above, in order: 0.1333, 0.0696, 0.0738, 0.0883, 0.0333 Eh/bohr